Below is 2 unconnected molecules or ions with the total composition C2H6NOS at a distorted geometry, with properties calculated with the ωB97M-V functional and the def2-TZVPD basis.

CARTESIAN COORDINATES (ANGSTROEM)
C1 1.67 1.21 0.32
S1 2.30 -0.42 -0.26
H1 2.50 1.92 0.38
H2 0.77 1.58 -0.22
H3 1.29 1.00 1.40
C2 -1.84 -1.07 0.19
N1 -0.87 -0.63 -0.61
O1 -3.05 -1.00 -0.29
H4 -1.67 -1.42 1.17
H5 0.16 -0.75 -0.51
H6 -1.25 -0.41 -1.56

For the energy above the lowest of the compared OMol25 structures with the same formula, charge and spin, the calculation gives 27.5 kcal per mole. As for the HOMO energy: -2.8 eV. The charge is -1. Its LUMO energy is 4.09 eV.

=====

Below is 2 unconnected molecules or ions with the total composition C4H7NO2S at a distorted geometry, with properties calculated with the ωB97M-V functional and the def2-TZVPD basis.

CARTESIAN COORDINATES (ANGSTROEM)
O1 1.16 -0.55 1.70
C1 0.40 -0.60 0.76
N1 0.18 -1.83 0.16
C2 -0.68 -2.10 -0.90
O2 -0.70 -3.17 -1.44
C3 -0.13 0.65 0.12
C4 0.08 1.94 0.91
S1 0.74 1.39 -2.58
H1 0.54 -2.64 0.64
H2 -1.30 -1.27 -1.26
H3 0.40 0.77 -0.87
H4 -1.13 0.57 -0.31
H5 -0.88 2.32 1.24
H6 0.88 1.88 1.63
H7 0.45 2.66 0.19

For the energy above the lowest of the compared OMol25 structures with the same formula, charge and spin, the calculation gives 98.7 kcal per mole. As for the HOMO energy: -9.9 eV. The charge is 0. Its LUMO energy is -3.48 eV.

=====

Below is 3 unconnected molecules or ions with the total composition C4H6N2 at a distorted geometry, with properties calculated with the ωB97M-V functional and the def2-TZVPD basis.

CARTESIAN COORDINATES (ANGSTROEM)
C1 1.06 -0.54 -1.40
C2 0.29 -0.01 -0.47
N1 -0.70 0.93 -0.21
C3 -0.48 -0.18 0.75
C4 -1.40 -1.30 0.78
N2 -2.13 -2.20 0.84
H1 1.17 -0.08 -2.37
H2 1.60 1.70 1.11
H3 1.58 -1.47 -1.21
H4 0.65 2.23 1.26
H5 -1.51 0.80 -0.82
H6 -0.13 0.12 1.74

For the energy above the lowest of the compared OMol25 structures with the same formula, charge and spin, the calculation gives 112.9 kcal per mole. As for the HOMO energy: -9.9 eV. The charge is 0. Its LUMO energy is 0.76 eV.

=====

Below is 9 unconnected molecules or ions with the total composition FH16O8 at a distorted geometry, with properties calculated with the ωB97M-V functional and the def2-TZVPD basis.

CARTESIAN COORDINATES (ANGSTROEM)
F1 -0.44 -0.11 -0.27
O1 -2.61 -1.55 -0.07
H1 -1.73 -1.14 -0.20
H2 -2.39 -2.36 -0.53
O2 1.90 -0.65 -1.33
H3 1.04 -0.37 -1.07
H4 1.93 -0.36 -2.22
O3 2.40 0.19 1.91
H5 3.01 -0.09 2.56
H6 1.74 -0.45 1.71
O4 -1.66 1.95 -1.19
H7 -1.41 1.09 -0.88
H8 -1.19 2.60 -0.70
O5 -1.19 0.97 2.05
H9 -0.89 0.50 1.24
H10 -0.55 1.67 2.22
O6 -1.02 -0.99 -2.66
H11 -0.70 -0.39 -3.34
H12 -0.68 -0.68 -1.84
O7 1.50 1.96 -0.19
H13 1.15 1.08 -0.07
H14 1.11 2.45 0.54
O8 0.62 -1.90 1.43
H15 0.16 -1.29 0.86
H16 -0.11 -2.14 2.03

For the energy above the lowest of the compared OMol25 structures with the same formula, charge and spin, the calculation gives 33.6 kcal per mole. As for the HOMO energy: -7.1 eV. The charge is -1. Its LUMO energy is 3.42 eV.

=====

Below is 7 unconnected molecules or ions with the total composition C45H49ClFN7O15S, with properties calculated with the ωB97M-V functional and the def2-TZVPD basis.

CARTESIAN COORDINATES (ANGSTROEM)
C1 -0.94 1.87 -3.33
O1 -0.25 0.77 -2.79
C2 -0.57 -0.46 -3.42
C3 0.19 -1.58 -2.72
C4 0.16 -1.44 -1.20
C5 0.50 -2.73 -0.46
C6 2.01 -2.95 -0.32
C7 2.57 -2.19 0.88
C8 4.02 -1.71 0.74
C9 4.17 -0.60 -0.31
N1 5.29 -0.83 -1.26
Cl1 5.20 -2.37 -2.04
S1 5.45 0.48 -2.33
O2 6.71 1.08 -2.07
O3 4.25 1.22 -2.38
F1 5.59 -0.24 -3.70
H1 -0.31 2.75 -3.25
H2 -1.19 1.72 -4.39
H3 -1.88 2.05 -2.78
H4 -0.28 -0.40 -4.48
H5 -1.65 -0.65 -3.38
H6 1.22 -1.59 -3.10
H7 -0.27 -2.53 -3.02
H8 -0.81 -1.06 -0.88
H9 0.89 -0.67 -0.92
H10 0.07 -3.57 -1.02
H11 0.04 -2.73 0.53
H12 2.50 -2.63 -1.24
H13 2.23 -4.02 -0.21
H14 2.49 -2.81 1.78
H15 1.94 -1.31 1.07
H16 4.33 -1.29 1.71
H17 4.69 -2.54 0.53
H18 4.44 0.33 0.19
H19 3.23 -0.42 -0.85
C10 2.35 2.84 3.63
C11 1.78 1.97 4.55
C12 0.80 1.07 4.15
C13 0.43 1.06 2.81
C14 1.00 1.91 1.87
C15 1.96 2.81 2.29
N2 -0.59 0.10 2.37
O4 -1.06 -0.66 3.19
O5 -0.89 0.11 1.19
H20 3.10 3.55 3.95
H21 2.09 1.99 5.58
H22 0.34 0.38 4.84
H23 0.68 1.86 0.84
H24 2.40 3.49 1.58
C16 -4.67 6.14 -0.63
C17 -3.97 5.64 -1.72
C18 -2.68 5.16 -1.55
C19 -2.12 5.21 -0.28
C20 -2.80 5.70 0.81
C21 -4.09 6.17 0.63
N3 -0.75 4.69 -0.09
O6 -0.18 4.22 -1.05
O7 -0.27 4.76 1.03
H25 -5.68 6.50 -0.77
H26 -4.43 5.62 -2.70
H27 -2.10 4.76 -2.37
H28 -2.32 5.71 1.78
H29 -4.63 6.55 1.49
C22 -2.96 7.90 -8.68
C23 -3.53 6.72 -8.24
C24 -4.12 6.66 -6.98
C25 -4.11 7.80 -6.20
C26 -3.55 8.99 -6.62
C27 -2.97 9.03 -7.88
N4 -4.74 7.75 -4.87
O8 -5.21 6.69 -4.50
O9 -4.74 8.77 -4.21
H30 -2.51 7.94 -9.67
H31 -3.53 5.84 -8.87
H32 -4.57 5.76 -6.61
H33 -3.57 9.86 -5.97
H34 -2.52 9.95 -8.23
C28 -2.82 -7.50 -0.87
C29 -2.95 -6.27 -0.23
C30 -1.91 -5.79 0.55
C31 -0.76 -6.56 0.66
C32 -0.61 -7.78 0.03
C33 -1.66 -8.25 -0.75
N5 0.35 -6.05 1.48
O10 0.19 -4.98 2.04
O11 1.37 -6.71 1.54
H35 -3.64 -7.87 -1.48
H36 -3.85 -5.69 -0.33
H37 -1.97 -4.84 1.06
H38 0.30 -8.34 0.14
H39 -1.57 -9.20 -1.25
C34 -0.65 4.19 5.34
C35 -1.02 5.38 4.73
C36 -2.35 5.63 4.43
C37 -3.28 4.67 4.77
C38 -2.95 3.48 5.38
C39 -1.61 3.24 5.66
N6 -4.70 4.92 4.43
O12 -4.96 5.95 3.83
O13 -5.51 4.08 4.75
H40 0.39 4.00 5.56
H41 -0.26 6.12 4.47
H42 -2.66 6.55 3.96
H43 -3.72 2.76 5.61
H44 -1.32 2.31 6.14
C40 3.25 -9.25 2.26
C41 3.39 -10.57 1.86
C42 4.50 -11.30 2.23
C43 5.47 -10.68 3.00
C44 5.36 -9.36 3.41
C45 4.24 -8.65 3.03
N7 6.66 -11.46 3.41
O14 6.74 -12.60 3.03
O15 7.48 -10.90 4.11
H45 2.39 -8.67 1.97
H46 2.62 -11.04 1.26
H47 4.64 -12.34 1.94
H48 6.15 -8.92 4.01
H49 4.13 -7.61 3.33

As for the HOMO energy: -9.5 eV. The charge is 0. As for the structure (SMILES): COCCCCCCCCN(Cl)S(=O)(=O)F.O=[N+]([O-])c1ccccc1.O=[N+]([O-])c1ccccc1.O=[N+]([O-])c1ccccc1.O=[N+]([O-])c1ccccc1.O=[N+]([O-])c1ccccc1.O=[N+]([O-])c1ccccc1. Its LUMO energy is -0.73 eV.

=====

Below is a single C6H8S molecule at a distorted geometry, with properties calculated with the ωB97M-V functional and the def2-TZVPD basis.

CARTESIAN COORDINATES (ANGSTROEM)
C1 0.65 1.50 0.17
C2 -0.68 1.42 -0.22
C3 1.36 0.20 0.56
C4 -0.37 -1.12 -0.68
C5 0.54 -1.03 0.52
C6 -1.29 0.15 -0.26
S1 -2.93 0.10 0.31
H1 1.38 2.37 -0.04
H2 -1.21 2.28 -0.40
H3 2.19 0.39 -0.15
H4 1.80 0.29 1.67
H5 0.13 -0.82 -1.58
H6 -1.01 -2.01 -0.55
H7 0.31 -1.58 1.43
H8 -3.43 -1.12 -0.39

For the energy above the lowest of the compared OMol25 structures with the same formula, charge and spin, the calculation gives 85.2 kcal per mole. As for the HOMO energy (spin up / spin down): -7.4 / -6.9 eV. The charge is 0. Its LUMO energy (spin up / spin down) is 0.10 / 0.39 eV.

=====

Below is 2 unconnected molecules or ions with the total composition C29H51N4O5 at a distorted geometry, with properties calculated with the ωB97M-V functional and the def2-TZVPD basis.

CARTESIAN COORDINATES (ANGSTROEM)
C1 -3.02 1.46 -7.97
C2 -2.71 2.37 -6.71
C3 -3.79 2.02 -5.60
C4 -3.20 2.40 -4.15
C5 -3.57 3.91 -3.85
C6 -3.02 4.25 -2.40
C7 -1.51 4.75 -2.47
C8 -0.49 3.82 -1.71
C9 -0.92 3.43 -0.24
C10 -0.75 1.90 0.12
C11 -1.42 0.89 -0.89
C12 -2.98 0.68 -0.64
C13 -3.25 -0.68 0.16
C14 -3.14 -0.41 1.73
C15 -1.78 -1.08 2.22
C16 -2.03 -2.64 2.26
N1 -0.93 -3.37 2.96
C17 0.14 -2.42 3.26
N2 1.36 -2.55 2.67
C18 2.47 -1.65 2.96
C19 2.88 -0.70 1.76
C20 3.49 0.69 2.29
N3 4.34 1.28 1.23
C21 1.47 -3.70 1.73
O1 2.71 -3.71 1.03
C22 3.55 -4.74 1.43
C23 3.18 -6.16 1.43
C24 4.08 -7.20 1.90
C25 5.41 -6.85 2.39
C26 5.81 -5.45 2.36
C27 4.90 -4.40 1.88
N4 -0.17 -1.36 4.19
C28 -1.35 -0.60 3.65
O2 -1.07 0.81 3.66
H1 -2.26 1.66 -8.77
H2 -4.06 1.74 -8.31
H3 -2.98 0.38 -7.65
H4 -2.84 3.46 -6.96
H5 -1.68 2.17 -6.30
H6 -4.75 2.57 -5.76
H7 -4.02 0.92 -5.55
H8 -2.10 2.20 -4.08
H9 -3.80 1.78 -3.42
H10 -3.14 4.56 -4.65
H11 -4.69 3.97 -3.83
H12 -3.12 3.31 -1.79
H13 -3.72 5.00 -1.94
H14 -1.22 4.70 -3.57
H15 -1.43 5.83 -2.16
H16 0.47 4.40 -1.63
H17 -0.27 2.95 -2.38
H18 -0.23 3.99 0.46
H19 -1.95 3.76 0.04
H20 -1.26 1.74 1.11
H21 0.35 1.66 0.24
H22 -1.26 1.14 -1.97
H23 -0.93 -0.11 -0.71
H24 -3.44 1.55 -0.08
H25 -3.48 0.54 -1.64
H26 -2.49 -1.46 -0.16
H27 -4.26 -1.08 -0.13
H28 -4.04 -0.85 2.25
H29 -3.08 0.70 1.89
H30 -1.01 -0.76 1.46
H31 -3.01 -2.84 2.79
H32 -2.12 -3.05 1.22
H33 -1.30 -3.61 3.90
H34 2.30 -1.00 3.86
H35 3.37 -2.29 3.21
H36 2.01 -0.54 1.08
H37 3.72 -1.19 1.20
H38 2.66 1.38 2.58
H39 4.17 0.45 3.16
H40 5.26 0.83 1.23
H41 3.92 1.02 0.32
H42 0.64 -3.67 0.95
H43 1.27 -4.61 2.35
H44 2.14 -6.39 1.07
H45 3.68 -8.25 1.89
H46 6.07 -7.66 2.77
H47 6.84 -5.17 2.70
H48 5.24 -3.34 1.89
H49 -0.47 -1.83 5.05
H50 -2.22 -0.78 4.35
H51 -1.48 1.18 4.45
C29 6.35 3.44 2.84
O3 6.76 2.28 3.02
O4 5.34 3.95 3.42
O5 6.88 4.29 2.05

As for the HOMO energy: -1.1 eV. The charge is -1. Its LUMO energy is 0.60 eV.